1.
ORCA calculation (the ωB97M-V functional and the def2-TZVPD basis) on a cluster of 2 separate species, C4H12N2O2 in total.

The geometry in XYZ format:
```
20
Properties=species:S:1:pos:R:3:forces:R:3
C 0.109 1.827 1.786 -0.2 0.7 0.1
C 1.237 0.969 1.182 0.1 -0.2 0.6
C 0.673 -0.394 0.816 0.0 -0.3 -0.3
O 0.250 -1.100 1.705 -0.2 -0.2 0.2
N 0.625 -0.825 -0.491 0.0 0.8 -0.2
C 1.028 -0.056 -1.660 -0.2 0.1 0.2
N -0.024 0.244 -2.598 -0.5 0.2 0.0
H 0.366 2.178 2.790 0.0 -0.3 -0.1
H -0.124 2.751 1.255 0.2 -0.1 -0.4
H -0.827 1.271 1.843 0.1 -0.1 0.2
H 1.853 1.454 0.439 -0.3 0.3 -0.4
H 1.936 0.757 1.987 0.1 -0.2 0.1
H -0.075 -1.530 -0.683 0.2 -0.2 0.4
H 1.469 0.877 -1.335 -0.1 0.2 0.1
H 1.819 -0.553 -2.184 0.4 -0.6 -0.4
H -0.362 -0.542 -3.141 0.3 -0.1 0.1
H -0.821 0.607 -2.090 -0.1 0.2 -0.1
O -2.884 -0.948 -0.321 0.0 0.2 -0.2
H -3.459 -0.250 0.009 0.0 -0.1 0.2
H -2.758 -0.708 -1.246 0.0 -0.1 0.0
```
Forces are in eV/Å.

2.
ORCA calculation (the ωB97M-V functional and the def2-TZVPD basis) on a cluster of 2 separate species, C4H12N2O2 in total at a distorted geometry.

The geometry in XYZ format:
```
20
Properties=species:S:1:pos:R:3:forces:R:3
N 2.159 -1.405 0.168 -0.1 -0.2 0.0
C 1.517 -0.090 0.015 1.7 -0.6 0.6
C 0.586 0.287 1.170 -0.7 0.6 0.0
C -0.906 0.263 0.764 0.5 0.2 -0.1
C -1.239 1.088 -0.458 -1.0 0.8 -0.7
N -1.906 2.277 -0.208 0.8 -1.1 0.7
O -1.043 0.776 -1.627 0.3 -0.6 0.5
H 1.492 -2.159 0.119 -0.2 -0.1 -0.2
H 2.643 -1.501 1.055 0.0 0.3 0.0
H 1.029 -0.064 -0.946 -0.1 0.1 -0.1
H 2.400 0.561 -0.068 -0.6 0.4 0.2
H 0.804 1.259 1.633 0.2 -0.1 -0.3
H 0.682 -0.460 1.953 0.2 0.0 0.2
H -1.542 0.638 1.561 0.1 -0.2 0.3
H -1.144 -0.780 0.578 -0.3 0.0 -0.3
H -2.471 2.623 -0.957 -0.1 0.4 -0.1
H -2.152 2.446 0.755 -0.3 0.3 -0.3
O -0.091 -2.029 -1.558 0.3 0.0 0.8
H -0.439 -1.138 -1.685 -0.3 0.1 -0.4
H -0.380 -2.591 -2.264 -0.3 -0.2 -0.6
```
Forces are in eV/Å.

3.
ORCA calculation (the ωB97M-V functional and the def2-TZVPD basis) on a cluster of 2 separate species, C4H12N2O2 in total at a distorted geometry.

The geometry in XYZ format:
```
20
Properties=species:S:1:pos:R:3:forces:R:3
C 1.383 -1.074 -1.629 -0.7 0.0 0.9
C 0.415 0.116 -1.640 1.1 -0.6 -0.5
C 0.786 1.185 -0.508 0.5 -0.8 0.0
N -0.961 -0.156 -1.442 0.8 0.9 -1.3
C -1.626 -1.198 -0.785 -2.0 -1.6 1.2
N -2.953 -0.948 -0.608 0.4 1.0 -0.5
O -1.114 -2.221 -0.423 1.0 0.3 -0.2
H 2.413 -0.742 -1.699 0.0 0.3 -0.2
H 1.277 -1.594 -0.687 0.1 -0.3 0.2
H 1.143 -1.783 -2.413 0.0 0.0 -0.2
H 0.523 0.583 -2.626 -0.4 0.4 0.2
H 1.656 1.734 -0.863 -0.2 0.2 -0.2
H 1.118 0.549 0.313 -0.3 0.3 0.3
H -0.035 1.832 -0.231 0.0 0.1 0.0
H -1.520 0.524 -1.947 -0.5 0.0 0.2
H -3.518 -1.563 -0.058 0.1 -0.5 0.2
H -3.428 -0.153 -0.993 0.0 0.2 0.0
H 2.195 1.966 6.042 -0.6 -0.7 -0.3
H 0.772 1.593 6.407 0.0 -0.2 -0.1
O 1.474 1.349 5.789 0.5 0.8 0.4
```
Forces are in eV/Å.

⟨S²⟩: 0.76
Total charge: +1
2S+1: 2

4.
ORCA calculation (the ωB97M-V functional and the def2-TZVPD basis) on a cluster of 2 separate species, C4H12N2O2 in total at a distorted geometry.

The geometry in XYZ format:
```
20
Properties=species:S:1:pos:R:3:forces:R:3
C -1.238 1.017 -1.116 -0.3 2.2 -3.0
N 0.240 1.351 -1.420 -2.7 -3.1 2.9
C 0.983 -0.724 -2.287 -0.1 1.5 0.2
C 1.120 0.254 -1.078 2.9 2.6 -3.6
C 0.987 -0.406 0.274 0.9 -1.4 3.4
N 0.816 0.294 1.486 -0.6 -1.2 0.9
O 1.307 -1.581 0.348 -0.6 1.4 -0.6
H -1.708 2.035 -1.385 0.1 -1.6 1.5
H -1.723 0.402 -1.943 1.1 0.2 1.1
H -1.397 0.515 -0.126 0.3 0.8 -0.8
H 0.458 2.308 -1.223 0.6 0.8 -0.3
H -0.025 -0.709 -2.682 0.1 0.8 -0.9
H 0.967 -1.711 -1.982 1.0 -2.1 1.1
H 1.843 -0.457 -2.914 -0.9 -0.6 -0.5
H 2.231 0.709 -1.313 -2.5 -1.2 1.7
H 0.810 -0.338 2.351 0.3 0.9 -2.1
H 0.264 1.122 1.718 0.4 -0.1 -1.0
H -1.780 -0.611 4.117 -1.9 -2.8 1.7
H -1.816 -2.095 4.591 2.9 -3.9 0.0
O -2.340 -1.375 4.584 -1.0 6.6 -1.8
```
Forces are in eV/Å.

⟨S²⟩: 0.76
Total charge: +1
2S+1: 2

5.
ORCA calculation (the ωB97M-V functional and the def2-TZVPD basis) on the ion C4H12N2O2 with charge +2 at a distorted geometry.

The geometry in XYZ format:
```
20
Properties=species:S:1:pos:R:3:forces:R:3
C 1.541 -0.054 -1.214 4.7 -3.4 -2.2
N 0.891 -0.372 0.052 -1.4 -0.9 -1.3
C 1.634 0.162 1.245 -2.0 0.3 1.6
O 0.441 -1.737 0.102 -0.6 1.9 1.2
C -0.293 0.405 -0.104 -1.0 1.7 0.7
N -1.426 -0.147 -0.024 0.1 2.8 0.5
C -2.727 0.481 0.081 -3.9 0.8 -2.1
O -3.601 -0.652 -0.051 2.1 0.6 -0.1
H 2.516 -0.758 -1.257 -2.1 1.3 0.1
H 1.024 -0.245 -2.165 -0.6 -0.1 0.8
H 2.023 0.883 -1.266 0.0 1.5 0.5
H 2.600 -0.218 1.107 1.7 -0.3 0.2
H 1.591 1.312 1.088 0.2 -2.0 1.0
H 1.131 -0.332 2.210 1.1 1.6 -2.1
H 1.064 -2.333 -0.298 1.3 -0.5 -0.6
H -0.049 1.536 -0.230 -1.1 -2.0 0.1
H -1.652 -1.080 0.219 0.7 -2.2 0.0
H -2.938 1.078 0.982 0.8 -0.5 0.1
H -3.087 1.117 -0.781 1.6 -0.2 0.5
H -4.303 -0.502 0.549 -1.6 -0.2 1.0
```
Forces are in eV/Å.

Total charge: +2

6.
ORCA calculation (the ωB97M-V functional and the def2-TZVPD basis) on a cluster of 2 separate species, C4H12N2O2S in total at a distorted geometry.

The geometry in XYZ format:
```
21
Properties=species:S:1:pos:R:3:forces:R:3
C 0.221 0.275 0.382 2.1 -0.3 -1.7
N 0.462 -0.908 -0.460 -0.3 0.5 0.1
C 0.901 -2.139 0.243 -0.7 -0.6 -0.8
O 0.274 -3.272 -0.190 0.4 0.3 -0.3
C 0.091 1.524 -0.529 -2.5 0.3 0.8
C 1.011 2.687 -0.148 -0.6 0.3 -0.2
S 0.525 4.278 -0.941 0.4 0.0 -0.1
N -1.382 1.845 -0.535 -0.1 -0.6 -0.3
H -0.588 0.197 1.112 -0.2 0.0 0.0
H 1.182 0.365 0.888 0.0 0.2 0.7
H -0.329 -1.084 -1.063 -0.1 -0.4 0.2
H 1.972 -2.278 0.010 0.3 0.4 0.5
H 0.750 -1.938 1.326 0.2 -0.1 0.2
H 0.159 1.300 -1.592 1.1 -0.5 0.1
H 2.033 2.382 -0.386 0.1 0.1 -0.1
H 0.973 2.858 0.932 0.0 -0.3 0.1
H -1.610 2.204 -1.452 0.0 0.4 0.2
H -1.710 2.524 0.136 0.5 0.3 0.1
H -2.110 -3.285 1.342 0.0 0.1 0.0
H -0.948 -3.595 0.244 0.2 0.1 0.3
O -1.876 -3.940 0.683 -0.7 -0.4 0.1
```
Forces are in eV/Å.

Total charge: -2

7.
ORCA calculation (the ωB97M-V functional and the def2-TZVPD basis) on a cluster of 2 separate species, C4H12N2OPS in total at a distorted geometry.

The geometry in XYZ format:
```
21
Properties=species:S:1:pos:R:3:forces:R:3
C -0.702 3.045 1.371 0.8 0.0 -0.6
C 0.034 -2.201 -1.112 -2.2 0.2 3.2
C 0.916 -1.808 0.068 -1.0 -1.6 0.6
C -1.402 -1.654 -0.707 0.3 -1.0 -0.9
N -0.160 2.219 0.592 0.1 -1.1 2.7
N 0.619 -0.451 0.427 -0.5 2.5 -2.6
O -1.128 0.747 -1.409 0.5 1.2 -0.6
P -1.397 0.009 -0.037 -0.4 0.1 -0.6
S -2.922 0.906 0.789 0.9 -1.6 0.3
H -0.962 4.047 1.083 -0.1 0.5 0.1
H -0.847 2.691 2.348 -0.7 -0.1 1.4
H 0.350 -1.579 -1.897 0.5 -0.1 -1.8
H -0.033 -3.309 -1.178 0.3 1.0 -0.7
H 1.883 -1.823 -0.274 2.6 -0.2 -0.6
H 0.893 -2.498 0.912 -0.5 0.2 0.1
H -1.955 -1.579 -1.676 -0.3 -0.2 1.3
H -1.831 -2.274 0.075 -0.4 -0.4 -0.3
H 0.027 2.592 -0.261 0.7 1.5 -3.3
H 1.121 0.130 -0.345 -1.2 -0.6 2.1
H 0.921 -0.130 1.321 0.3 0.3 0.7
H -1.618 1.601 -1.392 0.4 -0.6 -0.2
```
Forces are in eV/Å.

Total charge: +1

8.
ORCA calculation (the ωB97M-V functional and the def2-TZVPD basis) on an isolated molecule of C4H12N2OS at a distorted geometry.

The geometry in XYZ format:
```
20
Properties=species:S:1:pos:R:3:forces:R:3
N 2.751 -1.382 1.912 -0.1 1.1 1.0
C 1.321 -1.539 1.779 -1.6 -2.4 -2.3
C 0.424 -0.369 1.327 1.1 0.8 0.8
S 0.912 0.241 -0.304 -0.6 0.6 0.1
C -0.673 1.555 -0.527 -0.4 -0.4 -1.4
O -0.421 2.484 -1.383 0.1 0.0 0.4
C -1.836 0.617 -1.150 0.0 0.3 0.8
N -1.299 0.529 -2.540 -1.6 -1.8 -1.0
H 2.844 -0.653 2.622 0.6 -0.2 -0.1
H 3.230 -1.026 1.083 -0.6 -0.1 0.0
H 1.172 -2.377 0.970 0.1 1.3 1.5
H 0.846 -1.916 2.708 0.7 0.0 -0.3
H 0.500 0.421 2.126 0.0 -0.3 -0.9
H -0.624 -0.634 1.293 -0.3 -0.5 0.1
H -0.855 1.795 0.511 -0.1 0.2 0.5
H -1.928 -0.421 -0.722 0.1 1.1 -0.5
H -2.860 1.138 -1.191 1.6 -0.6 0.1
H -2.055 0.186 -3.170 1.0 0.2 0.3
H -0.958 1.468 -2.812 0.2 0.6 0.7
H -0.491 -0.116 -2.532 -0.3 0.2 0.1
```
Forces are in eV/Å.

What energy above the lowest of the compared OMol25 structures with the same formula, charge and spin values result from the calculations? In sequence: 1.379 0.959 1.162 3.426 6.381 0.030 1.898 2.593 eV.